(1)
Entry from the OMol25 dataset: a 2-piece molecular cluster, CH6N2O overall (wB97M-V/def2-TZVPD).

The geometry in ORCA input format:
```
! RIJCOSX wB97M-V def2-TZVPD def2/J DEFGRID3
* xyz 0 1
C 1.60 -0.45 0.05
N 0.05 1.19 0.66
N 0.43 0.10 0.12
O -2.23 -0.44 -0.74
H 2.54 0.02 0.36
H 1.92 -1.52 -0.31
H -2.74 0.06 -0.02
H 0.86 1.79 0.84
H -0.40 -0.46 -0.11
H -1.92 -0.01 -1.47
*
```

Output
- HOMO: -7.717 eV

(2)
Entry from the OMol25 dataset: a 2-piece molecular cluster, CH6N2O overall (wB97M-V/def2-TZVPD).

The geometry in ORCA input format:
```
! RIJCOSX wB97M-V def2-TZVPD def2/J DEFGRID3
* xyz 0 1
C 0.90 0.15 -0.08
N 0.53 -1.96 1.13
N 0.31 -0.95 0.33
O -1.93 1.31 -0.81
H 1.93 0.28 0.18
H 0.41 0.85 -0.71
H -1.36 1.38 -1.55
H 1.52 -2.15 1.49
H -0.69 -0.84 0.14
H -1.62 1.93 -0.13
*
```

Output
- HOMO: -7.940 eV

Relative stability in hartree, measured from the most stable structure: (1) 0.0055; (2) 0.0000

(1)
Entry from the OMol25 dataset: a 2-piece molecular cluster, C3H6BrI overall (wB97M-V/def2-TZVPD).

The geometry in ORCA input format:
```
! RIJCOSX wB97M-V def2-TZVPD def2/J DEFGRID3
* xyz 0 1
C -0.11 1.24 0.32
C -0.26 -1.27 0.07
C 0.17 0.09 -0.46
Br -2.26 -1.29 0.06
I 3.06 -0.30 -0.31
H -1.08 1.79 0.00
H -0.15 0.88 1.39
H 0.57 1.93 0.08
H 0.14 -2.03 -0.61
H -0.04 -1.32 1.05
H -0.04 0.29 -1.60
*
```

Output
- HOMO (alpha / beta): -9.116 / -9.116 eV

(2)
Entry from the OMol25 dataset: a 2-piece molecular cluster, C3H6BrI overall (wB97M-V/def2-TZVPD).

The geometry in ORCA input format:
```
! RIJCOSX wB97M-V def2-TZVPD def2/J DEFGRID3
* xyz 0 1
C -0.02 -0.04 -0.94
C 0.04 0.80 0.05
C 1.40 1.14 0.58
I -1.61 1.73 0.85
H -0.85 -0.43 -1.43
H 0.83 -0.43 -1.45
H 1.38 0.58 1.58
H 1.57 2.14 0.54
H 2.19 0.50 -0.02
Br -2.53 -2.32 0.30
H -2.39 -3.66 -0.06
*
```

Output
- Structure (SMILES): C=C(C)I.Br
- HOMO: -9.062 eV

Relative stability in hartree, measured from the most stable structure: (1) 0.0221; (2) 0.0000

(1)
Entry from the OMol25 dataset: an isolated ion of composition C9H16NO and charge +1 (wB97M-V/def2-TZVPD).

The geometry in ORCA input format:
```
! RIJCOSX wB97M-V def2-TZVPD def2/J DEFGRID3
* xyz 1 1
C 1.91 -1.23 -0.30
C 1.13 0.09 -0.04
C 0.97 0.88 -1.33
C 1.93 0.80 1.06
N -0.21 -0.28 0.67
C -0.89 0.91 1.10
C -1.95 1.44 0.48
C -2.37 0.81 -0.80
C -2.06 -0.47 -0.98
C -1.10 -1.20 -0.02
O -1.85 -1.80 1.03
H 1.40 -2.02 -0.84
H 2.72 -1.03 -0.91
H 2.39 -1.73 0.55
H 1.85 1.54 -1.21
H 0.02 1.49 -1.20
H 0.91 0.21 -2.28
H 1.35 1.58 1.45
H 2.21 0.02 1.75
H 2.86 1.16 0.64
H 0.04 -0.89 1.45
H -0.78 1.36 2.02
H -2.25 2.40 0.89
H -3.24 1.26 -1.22
H -2.29 -0.95 -2.00
H -0.39 -1.91 -0.55
H -2.32 -2.45 0.60
*
```

Output
- Structure (SMILES): CC(C)(C)[N@H+]1C=CC=C[C@@H]1O
- HOMO: -13.536 eV

(2)
Entry from the OMol25 dataset: a 2-piece molecular cluster, C9H16NO overall (wB97M-V/def2-TZVPD).

The geometry in ORCA input format:
```
! RIJCOSX wB97M-V def2-TZVPD def2/J DEFGRID3
* xyz 1 1
C -0.61 -2.17 1.97
C -0.33 -3.58 1.44
N -1.72 -1.36 1.24
H -0.96 -2.15 3.00
H 0.40 -1.72 1.93
H 0.74 -3.61 1.14
H -0.74 -3.77 0.41
H -1.79 -0.50 1.76
H -1.27 -1.19 0.32
H -2.62 -1.85 1.02
H -0.37 -4.41 2.15
C 2.83 2.55 -0.78
C -1.07 0.93 -1.15
C -0.73 1.29 0.12
C -0.20 1.04 -2.27
C 0.61 1.78 0.27
C 1.03 1.60 -2.13
C 1.45 1.89 -0.79
O -2.37 0.51 -1.34
H -1.28 1.62 0.98
H -2.80 0.40 -2.20
H -0.64 0.59 -3.19
H 0.94 1.97 1.28
H 1.78 1.75 -2.89
H 3.38 2.36 -1.70
H 3.64 2.43 -0.01
H 2.73 3.61 -0.61
*
```

Output
- HOMO: -11.708 eV

Relative stability in hartree, measured from the most stable structure: (1) 0.0411; (2) 0.0000

(1)
Entry from the OMol25 dataset: a 2-piece molecular cluster, C9H16NO overall (wB97M-V/def2-TZVPD).

The geometry in ORCA input format:
```
! RIJCOSX wB97M-V def2-TZVPD def2/J DEFGRID3
* xyz 1 1
C 1.80 -1.28 -2.01
C 0.51 -2.00 -1.81
N 2.55 -0.99 -0.73
H 2.54 -1.81 -2.63
H 1.61 -0.30 -2.45
H -0.04 -1.40 -1.09
H 0.40 -3.07 -1.60
H 2.42 -1.81 -0.12
H 3.53 -0.73 -0.68
H 2.01 -0.26 -0.23
H -0.14 -2.06 -2.70
C -3.08 0.79 -0.94
C 0.31 0.55 1.64
C 0.07 1.75 0.95
C -0.58 -0.52 1.47
C -1.03 1.93 0.11
C -1.43 -0.44 0.42
C -1.77 0.80 -0.19
O 1.64 0.34 1.93
H 0.73 2.53 1.33
H 2.05 0.32 2.82
H -0.40 -1.39 2.09
H -1.58 2.83 -0.20
H -1.94 -1.35 0.09
H -3.51 1.82 -0.86
H -3.71 0.04 -0.47
H -2.84 0.85 -2.00
*
```

Output
- HOMO: -11.750 eV

(2)
Entry from the OMol25 dataset: a 2-piece molecular cluster, C9H16NO overall (wB97M-V/def2-TZVPD).

The geometry in ORCA input format:
```
! RIJCOSX wB97M-V def2-TZVPD def2/J DEFGRID3
* xyz 1 1
C -1.96 0.73 -0.47
C -2.77 0.71 0.94
N -2.85 0.15 -1.48
H -1.83 1.71 -0.85
H -1.07 0.08 -0.30
H -3.49 -0.11 1.01
H -3.33 1.65 1.11
H -2.48 0.08 -2.46
H -3.39 -0.69 -1.20
H -3.68 0.78 -1.55
H -1.89 0.79 1.68
C 2.42 -1.87 -1.69
C 2.25 0.29 -0.52
C 1.99 -1.13 -0.51
C 2.00 1.11 0.59
C 1.41 -1.51 0.68
C 1.33 0.62 1.70
C 0.90 -0.71 1.72
O 0.98 1.53 2.68
H 2.80 0.78 -1.23
H 2.39 2.09 0.41
H 2.52 -1.07 -2.42
H 1.95 -2.71 -2.18
H 1.22 -2.59 0.94
H 0.21 -1.00 2.50
H 0.91 2.37 2.44
H 3.47 -2.08 -1.58
*
```

Output
- HOMO: -11.309 eV

Relative stability in hartree, measured from the most stable structure: (1) 0.0000; (2) 0.0163

(1)
Entry from the OMol25 dataset: one molecule with the formula C3H5Br2NO2 (wB97M-V/def2-TZVPD).

The geometry in ORCA input format:
```
! RIJCOSX wB97M-V def2-TZVPD def2/J DEFGRID3
* xyz 0 1
C -1.63 -0.09 0.79
C -0.63 0.17 -0.30
C 0.91 -0.03 0.19
Br 1.55 1.76 0.96
Br 1.32 -1.56 1.22
N 1.61 -0.08 -1.12
O 2.32 0.86 -1.32
O 1.44 -1.01 -1.84
H -2.43 -0.77 0.45
H -2.04 0.72 1.25
H -1.04 -0.67 1.52
H -0.76 1.19 -0.61
H -0.62 -0.49 -1.19
*
```

Output
- Structure (SMILES): CCC(Br)(Br)[N+](=O)[O-]
- HOMO: -10.106 eV

(2)
Entry from the OMol25 dataset: a 3-piece molecular cluster, C3H5Br2NO2 overall (wB97M-V/def2-TZVPD).

The geometry in ORCA input format:
```
! RIJCOSX wB97M-V def2-TZVPD def2/J DEFGRID3
* xyz 0 1
C -0.69 1.17 -0.17
N 0.11 0.02 0.20
C 1.38 0.11 0.01
Br 2.57 -1.30 0.55
H -0.15 1.85 -0.86
H -1.48 0.82 -0.68
H -1.28 1.45 0.68
H 1.82 1.03 -0.34
O 1.14 -0.06 -3.45
C 0.41 -0.93 -3.45
O -0.38 -1.77 -3.49
Br 2.32 -4.87 -1.01
H 1.66 -3.68 -0.83
*
```

Output
- Structure (SMILES): C/N=C/Br.O=C=O.Br
- HOMO: -10.307 eV

Relative stability in hartree, measured from the most stable structure: (1) 0.1316; (2) 0.0000

(1)
Entry from the OMol25 dataset: a 2-piece molecular cluster, C2H4N2S overall (wB97M-V/def2-TZVPD).

The geometry in ORCA input format:
```
! RIJCOSX wB97M-V def2-TZVPD def2/J DEFGRID3
* xyz 0 1
H 2.51 1.53 0.57
N 1.78 1.58 -0.14
C 1.30 0.48 -0.52
C 1.66 -0.82 -0.05
N 1.98 -1.84 0.36
H 0.52 0.50 -1.28
S -3.22 -0.33 -0.25
H -3.00 -1.44 0.44
H -3.54 0.34 0.85
*
```

Output
- Structure (SMILES): [H]/N=C\C#N.S
- HOMO: -10.012 eV

(2)
Entry from the OMol25 dataset: C2H4N2S as an isolated structure (wB97M-V/def2-TZVPD).

The geometry in ORCA input format:
```
! RIJCOSX wB97M-V def2-TZVPD def2/J DEFGRID3
* xyz 0 1
C -0.67 0.46 -0.16
C 0.60 0.27 0.69
N -0.50 -0.96 -0.42
N 0.57 -1.14 0.34
S 2.15 0.42 -0.24
H -1.58 0.68 0.39
H -0.56 1.11 -1.02
H 0.65 0.59 1.73
H -0.65 -1.44 -1.30
*
```

Output
- HOMO (alpha / beta): -8.318 / -8.319 eV

Relative stability in hartree, measured from the most stable structure: (1) 0.0000; (2) 0.0781

(1)
Entry from the OMol25 dataset: one molecule with the formula C2H4N2S (wB97M-V/def2-TZVPD).

The geometry in ORCA input format:
```
! RIJCOSX wB97M-V def2-TZVPD def2/J DEFGRID3
* xyz 0 1
C -0.15 -0.33 0.07
C 0.27 0.52 -1.20
N 1.16 -0.86 0.43
N 1.84 0.63 -1.00
S 1.45 -0.19 -2.32
H -0.59 0.44 0.67
H -0.83 -1.09 -0.12
H -0.34 1.22 -1.58
H 1.65 -0.40 1.21
*
```

Output
- HOMO (alpha / beta): -8.458 / -9.454 eV

(2)
Entry from the OMol25 dataset: one molecule with the formula C2H4N2S (wB97M-V/def2-TZVPD).

The geometry in ORCA input format:
```
! RIJCOSX wB97M-V def2-TZVPD def2/J DEFGRID3
* xyz 0 1
C 0.30 -0.11 -0.12
N -0.27 1.23 -0.15
N -1.37 0.88 0.63
S -2.62 -0.22 -0.25
C -0.81 -0.42 0.83
H 1.31 -0.15 0.30
H 0.28 -0.66 -1.08
H -0.45 1.73 -1.02
H -0.89 -1.02 1.71
*
```

Output
- Structure (SMILES): C1NN2S[C@@H]12
- HOMO: -8.426 eV

Relative stability in hartree, measured from the most stable structure: (1) 0.0450; (2) 0.0000